A structure of composition C41H56FN5P2S2Si2V, computed with ωB97M-V/def2-TZVPD.

Structure (XYZ):
```
110
Properties=species:S:1:pos:R:3:forces:R:3
V 1.34452 0.41598 1.31332 0.8 -0.5 -0.5
C 4.70073 0.43202 4.63819 0.2 0.0 0.0
Si 3.21547 -0.49079 3.97269 0.0 0.2 -0.3
C 1.76446 -0.12411 5.07642 -0.2 0.1 0.2
C 3.51972 -2.32253 4.09798 0.1 -0.4 0.0
N 2.94856 -0.03239 2.27072 0.6 0.0 -0.3
C 4.07559 -0.00556 1.40635 -0.3 0.0 0.7
C 5.31665 -0.61540 1.64004 0.1 -0.1 0.0
C 6.36958 -0.49422 0.74034 -0.1 0.0 0.0
C 6.23414 0.23791 -0.43234 0.0 0.0 0.0
C 5.01547 0.84403 -0.70833 0.1 0.0 -0.2
C 4.01027 0.67913 0.20328 -0.2 0.2 -0.1
F 2.77645 1.27907 -0.06173 0.0 -0.1 0.1
H 5.52119 -0.25322 4.87834 -0.1 0.1 0.0
H 4.42675 0.95380 5.55856 0.1 0.0 0.0
H 5.08705 1.17797 3.94056 0.0 0.0 0.0
H 2.16181 0.14279 6.06143 -0.1 0.0 0.0
H 1.11868 -0.99720 5.19536 0.0 0.1 0.0
H 1.14225 0.70260 4.73362 0.0 0.0 0.0
H 3.70743 -2.56777 5.15012 0.0 0.0 -0.1
H 4.38237 -2.66734 3.52016 -0.1 0.0 0.1
H 2.64338 -2.89932 3.78248 0.1 0.0 0.0
H 5.46236 -1.19212 2.54363 0.0 0.1 0.0
H 7.31168 -0.97689 0.96872 0.0 0.0 0.0
H 7.05941 0.33801 -1.12427 0.0 0.0 0.0
H 4.83863 1.42106 -1.60687 0.0 0.0 0.0
C -2.92178 1.90454 -6.06428 0.0 0.0 -0.1
S -3.94736 0.44265 -5.82136 0.0 0.0 0.0
C -4.04251 0.47458 -4.02000 -0.1 0.0 0.1
C -2.75699 0.04141 -3.33180 0.0 0.0 0.1
C -2.91536 0.04277 -1.81677 0.2 0.0 0.0
N -1.67953 -0.34195 -1.08708 -0.4 -0.1 0.2
P -1.52850 -1.93090 -0.44531 0.1 0.1 -0.2
C -2.16690 -3.02877 -1.76157 0.0 0.0 -0.1
C -1.22427 -3.61154 -2.61135 0.0 0.0 0.0
C -1.61647 -4.38982 -3.69276 0.0 0.0 0.1
C -2.96594 -4.61663 -3.92231 0.0 0.0 0.0
C -3.91473 -4.08023 -3.06077 0.0 0.0 0.0
C -3.51757 -3.29805 -1.98612 -0.1 0.1 -0.1
C -2.83575 -2.05481 0.82259 -0.2 0.1 -0.1
C -3.35783 -0.92129 1.44122 -0.1 0.0 0.0
C -4.25084 -1.04180 2.49942 0.0 0.0 -0.1
C -4.62516 -2.29755 2.95691 0.0 0.0 0.0
C -4.10626 -3.43512 2.34955 0.0 0.0 -0.1
C -3.21968 -3.31368 1.28843 -0.1 0.0 0.0
P -0.42037 0.77121 -0.77831 0.3 -0.2 -0.3
C -1.27237 2.36683 -0.86867 -0.2 -0.2 0.0
C -1.43991 3.11544 -2.02891 0.0 0.1 0.0
C -2.23592 4.25394 -2.00812 0.0 0.0 0.0
C -2.87597 4.64303 -0.83785 0.0 0.0 0.0
C -2.71757 3.89425 0.32164 0.0 0.0 0.0
C -1.91737 2.76409 0.30106 -0.1 0.0 0.0
C 0.64468 0.70448 -2.27382 -0.2 0.2 0.0
C 0.62875 -0.41281 -3.10203 0.1 0.0 -0.1
C 1.48161 -0.49840 -4.19817 0.0 0.0 0.1
C 2.35497 0.54108 -4.47898 0.0 0.0 0.0
C 2.37307 1.66749 -3.66243 0.0 -0.1 0.0
C 1.53107 1.74469 -2.56371 0.0 0.0 0.0
H -2.83967 2.06415 -7.13849 0.0 0.0 0.0
H -1.91784 1.77350 -5.65824 0.0 0.0 0.0
H -3.39311 2.78163 -5.61854 0.0 0.0 0.0
H -4.87153 -0.18480 -3.74893 0.1 0.0 0.0
H -4.32344 1.48641 -3.71118 0.0 0.0 0.0
H -1.94562 0.71870 -3.60995 0.0 0.0 0.0
H -2.47090 -0.95039 -3.68481 0.0 -0.1 0.0
H -3.69754 -0.65350 -1.51622 0.0 -0.1 0.0
H -3.25245 1.02496 -1.48311 0.1 0.1 0.0
H -0.16650 -3.45342 -2.42738 0.0 0.0 0.0
H -0.87265 -4.82438 -4.34797 0.0 0.0 0.0
H -3.27921 -5.22321 -4.76210 0.0 0.0 0.0
H -4.96762 -4.27017 -3.22812 0.0 0.0 0.0
H -4.27081 -2.88915 -1.32235 0.0 0.0 0.0
H -3.07263 0.06484 1.08960 0.0 0.0 0.0
H -4.65548 -0.15305 2.96605 0.0 0.0 0.0
H -5.32397 -2.39152 3.77826 0.0 0.0 0.0
H -4.40396 -4.41778 2.69332 0.0 0.0 0.0
H -2.83478 -4.21046 0.81003 0.0 0.0 0.0
H -0.95682 2.82161 -2.95264 0.0 0.0 0.0
H -2.35609 4.83764 -2.91225 0.0 0.0 0.0
H -3.49666 5.52991 -0.82911 0.0 0.0 0.0
H -3.20370 4.19679 1.24031 0.0 0.0 0.0
H -1.77904 2.19134 1.20988 0.0 0.0 -0.1
H -0.08488 -1.20263 -2.92066 -0.1 -0.1 0.0
H 1.44429 -1.36826 -4.84311 0.0 0.0 0.0
H 3.00948 0.48400 -5.33980 0.0 0.0 0.0
H 3.04200 2.48998 -3.88722 0.0 0.0 0.0
H 1.55782 2.62735 -1.93437 0.0 0.0 0.0
N 1.62608 -1.88036 0.42735 -0.1 0.3 0.0
N 1.01515 -2.79302 1.28930 0.4 0.0 0.1
C 0.14766 -2.40171 2.23180 -0.1 0.1 0.1
N -0.49783 -3.37511 2.88018 0.1 0.1 0.1
S -0.15162 -0.78669 2.64053 -0.6 -0.4 0.4
H 1.28295 -2.03083 -0.51848 -0.1 0.0 0.0
H 2.63371 -1.99496 0.47298 0.1 0.0 0.0
H 1.08337 -3.77265 1.05973 0.0 0.0 0.0
H -0.45378 -4.33842 2.59329 0.0 0.0 0.0
H -1.19722 -3.11185 3.55367 0.0 0.0 0.0
C 2.68309 3.14814 3.35825 0.3 0.0 0.2
Si 1.16750 2.68483 2.36334 -0.3 0.2 -0.2
C 1.15550 3.99143 1.00759 0.0 0.3 -0.2
C -0.34160 2.96742 3.45396 -0.2 0.1 0.2
H 2.71219 4.23500 3.49314 0.0 -0.1 0.0
H 3.59781 2.84908 2.83853 0.0 0.1 0.0
H 2.69303 2.68928 4.34909 0.0 0.0 0.0
H 1.19906 4.98615 1.46789 0.0 -0.1 0.0
H 0.26947 3.95931 0.37390 0.1 0.1 0.0
H 2.03736 3.89166 0.36423 0.0 0.0 0.0
H -0.55210 4.03995 3.54519 0.0 -0.1 0.0
H -0.18426 2.57651 4.46474 0.0 0.0 -0.1
H -1.23806 2.48205 3.06177 0.0 0.1 0.1
```
Forces are in eV/Å.

DFT total energy	-135283.5631	eV
<S²>	2.0619
2S+1	3
net charge	+1